Entry 1:
This record from the Open Molecules 2025 dataset describes a single C4H8O3S2 molecule at a distorted geometry. The level of theory is the ωB97M-V functional and the def2-TZVPD basis.

As for the energy above the lowest of the compared OMol25 structures with the same formula, charge and spin: 121.77 kcal/mol. For the maximum force, the calculation gives 2.7 eV/A. Its net charge is 0. The calculated total energy is -1179.07635 Eh.

Positions of all 17 atoms, in Å:
S1 -1.206 1.340 -0.436
S2 1.194 -0.163 0.632
O1 0.098 1.663 -0.965
O2 1.118 -0.910 1.877
O3 -2.292 1.911 -1.195
C1 -1.367 1.549 1.289
C2 -1.290 -0.493 -0.597
C3 0.139 -1.066 -0.620
C4 2.683 -0.174 -0.049
H1 -2.092 -0.816 0.197
H2 -1.628 -0.656 -1.577
H3 0.329 -2.203 -0.533
H4 0.558 -0.726 -1.571
H5 -2.199 0.832 1.592
H6 -0.644 2.036 1.927
H7 3.549 -0.330 0.580
H8 2.787 0.545 -0.898

And the natural (NBO) charges, in e, turn out to be: number 1, S, carries 2.0990; number 2, S, carries 1.3934; number 3, O, carries -0.9682; number 4, O, carries -0.9720; number 5, O, carries -0.9157; number 6, C, carries -0.5700; number 7, C, carries -0.6610; number 8, C, carries -0.6037; number 9, C, carries -0.7428; number 10, H, carries 0.2412; number 11, H, carries 0.2546; number 12, H, carries 0.2677; number 13, H, carries 0.2435; number 14, H, carries 0.2188; number 15, H, carries 0.2435; number 16, H, carries 0.2372; number 17, H, carries 0.2345

Entry 2:
This record from the Open Molecules 2025 dataset describes a molecular structure, C4H8O3Sm at a distorted geometry. The level of theory is the ωB97M-V functional and the def2-TZVPD basis.

As for the multiplicity: 7. As for the energy above the lowest of the compared OMol25 structures with the same formula, charge and spin: 85.14 kcal/mol. For the maximum force, the calculation gives 3.1 eV/A. Its net charge is +2. The calculated total energy is -1040.15349 Eh.

Positions of all 16 atoms, in Å:
Sm1 0.245 2.476 1.347
O1 -2.334 1.042 -0.303
O2 0.078 0.253 2.543
O3 -1.107 1.642 -0.508
C1 -0.412 -0.372 3.491
C2 -1.001 -1.700 3.340
C3 -3.799 -0.753 -0.117
C4 -2.442 -0.210 -0.148
H1 -0.687 0.218 4.382
H2 -3.708 -1.830 0.102
H3 -1.670 -1.702 2.368
H4 -4.414 -0.245 0.632
H5 -1.661 -1.901 4.198
H6 -1.568 -0.797 -0.459
H7 -0.244 -2.483 3.242
H8 -4.221 -0.689 -1.132

And the natural (NBO) charges, in e, turn out to be: number 1, Sm, carries 1.8831; number 2, O, carries -0.1076; number 3, O, carries -0.7371; number 4, O, carries -0.6303; number 5, C, carries 0.5339; number 6, C, carries -0.7437; number 7, C, carries -0.7350; number 8, C, carries 0.4554; number 9, H, carries 0.1661; number 10, H, carries 0.2698; number 11, H, carries 0.2445; number 12, H, carries 0.2816; number 13, H, carries 0.2725; number 14, H, carries 0.2235; number 15, H, carries 0.3023; number 16, H, carries 0.3211

Entry 3:
This record from the Open Molecules 2025 dataset describes a molecular structure, C4H8O3Sn at a distorted geometry. The level of theory is the ωB97M-V functional and the def2-TZVPD basis.

As for the energy above the lowest of the compared OMol25 structures with the same formula, charge and spin: 0.00 kcal/mol. For the maximum force, the calculation gives 5.7 eV/A. Its net charge is +2. The calculated total energy is -596.51258 Eh.

Positions of all 16 atoms, in Å:
Sn1 0.241 2.806 -2.150
O1 -0.677 0.281 -0.307
O2 0.923 0.173 1.259
O3 0.925 1.826 -0.300
C1 2.058 0.770 1.877
C2 0.400 0.850 0.254
C3 -1.762 -1.374 -1.498
C4 -1.099 -1.033 -0.172
H1 -1.912 -2.442 -1.610
H2 -0.362 -1.815 0.032
H3 2.162 0.280 2.799
H4 -1.859 -1.128 0.562
H5 1.891 1.906 2.001
H6 -2.697 -0.798 -1.630
H7 -1.199 -0.949 -2.322
H8 2.967 0.648 1.206

And the natural (NBO) charges, in e, turn out to be: number 1, Sn, carries 1.8578; number 2, O, carries -0.4907; number 3, O, carries -0.4003; number 4, O, carries -0.8617; number 5, C, carries -0.2773; number 6, C, carries 1.0788; number 7, C, carries -0.6131; number 8, C, carries -0.1065; number 9, H, carries 0.2660; number 10, H, carries 0.2287; number 11, H, carries 0.2480; number 12, H, carries 0.2248; number 13, H, carries 0.2115; number 14, H, carries 0.2243; number 15, H, carries 0.1889; number 16, H, carries 0.2209

Entry 4:
This record from the Open Molecules 2025 dataset describes a molecular structure, C4H8O3Yb at a distorted geometry. The level of theory is the ωB97M-V functional and the def2-TZVPD basis.

As for the multiplicity: 2. As for the energy above the lowest of the compared OMol25 structures with the same formula, charge and spin: 0.00 kcal/mol. For the maximum force, the calculation gives 3.7 eV/A. Its net charge is +3. The calculated total energy is -1540.24706 Eh.

Positions of all 16 atoms, in Å:
Yb1 2.003 2.614 -0.110
O1 -0.513 1.614 -1.771
O2 0.774 2.108 -1.989
O3 1.657 0.563 1.046
C1 -0.671 0.373 -1.862
C2 1.290 0.030 2.094
C3 0.889 -1.379 2.166
C4 -2.014 -0.177 -1.728
H1 -2.562 0.034 -2.659
H2 0.205 -0.219 -2.157
H3 -2.533 0.211 -0.847
H4 0.249 -1.511 3.053
H5 1.752 -2.051 2.184
H6 0.238 -1.601 1.278
H7 -1.907 -1.274 -1.683
H8 1.143 0.666 2.984

And the natural (NBO) charges, in e, turn out to be: number 1, Yb, carries 2.5076; number 2, O, carries -0.1199; number 3, O, carries -0.4898; number 4, O, carries -0.8310; number 5, C, carries 0.5420; number 6, C, carries 0.5874; number 7, C, carries -0.7618; number 8, C, carries -0.7579; number 9, H, carries 0.3656; number 10, H, carries 0.2477; number 11, H, carries 0.3115; number 12, H, carries 0.2992; number 13, H, carries 0.3340; number 14, H, carries 0.2659; number 15, H, carries 0.3050; number 16, H, carries 0.1946

Entry 5:
This record from the Open Molecules 2025 dataset describes 2 unconnected molecules or ions with the total composition C4H8O4 at a distorted geometry. The level of theory is the ωB97M-V functional and the def2-TZVPD basis.

As for the energy above the lowest of the compared OMol25 structures with the same formula, charge and spin: 78.44 kcal/mol. As for the structure (SMILES): O=C(O)CO.C=CO. For the maximum force, the calculation gives 5.1 eV/A. Its net charge is 0. The calculated total energy is -458.10816 Eh.

Positions of all 16 atoms, in Å:
O1 0.644 -0.397 -0.876
O2 -1.954 -1.213 -1.004
O3 1.854 -1.092 0.987
O4 4.150 -0.262 -0.020
C1 1.780 -0.517 -0.090
C2 -2.032 -1.085 0.388
C3 -2.190 -0.066 1.130
C4 3.027 0.090 -0.684
H1 2.972 -0.515 -1.632
H2 0.951 -0.280 -1.752
H3 3.910 -0.837 0.703
H4 2.931 1.115 -0.973
H5 -2.371 -0.292 2.203
H6 -1.222 -1.815 -1.157
H7 -2.085 1.033 0.723
H8 -1.983 -2.077 0.858

And the natural (NBO) charges, in e, turn out to be: number 1, O, carries -0.6748; number 2, O, carries -0.7010; number 3, O, carries -0.5726; number 4, O, carries -0.6930; number 5, C, carries 0.7664; number 6, C, carries 0.1290; number 7, C, carries -0.4886; number 8, C, carries -0.1659; number 9, H, carries 0.1536; number 10, H, carries 0.4832; number 11, H, carries 0.4963; number 12, H, carries 0.2067; number 13, H, carries 0.2213; number 14, H, carries 0.4766; number 15, H, carries 0.2114; number 16, H, carries 0.1516

Entry 6:
This record from the Open Molecules 2025 dataset describes a molecular structure, C4H8O5 at a distorted geometry. The level of theory is the ωB97M-V functional and the def2-TZVPD basis.

As for the energy above the lowest of the compared OMol25 structures with the same formula, charge and spin: 85.88 kcal/mol. For the maximum force, the calculation gives 1.6 eV/A. Its net charge is 0. The calculated total energy is -533.30881 Eh.

Positions of all 17 atoms, in Å:
O1 0.634 -0.669 -0.595
O2 -0.262 -0.540 1.655
O3 -0.287 2.503 -0.147
O4 -2.010 1.125 0.575
O5 1.469 0.806 1.058
C1 -0.713 0.478 -1.315
C2 -0.804 1.217 -0.093
C3 0.721 -2.099 -0.514
C4 0.321 0.078 0.766
H1 1.681 -2.376 -0.077
H2 1.603 0.722 2.014
H3 -0.089 0.848 -2.116
H4 0.660 -2.476 -1.534
H5 -1.851 0.593 1.378
H6 -0.099 -2.499 0.085
H7 0.514 2.533 0.395
H8 -1.489 -0.245 -1.535

And the natural (NBO) charges, in e, turn out to be: number 1, O, carries -0.5263; number 2, O, carries -0.7402; number 3, O, carries -0.7085; number 4, O, carries -0.7100; number 5, O, carries -0.7409; number 6, C, carries 0.0140; number 7, C, carries 0.3109; number 8, C, carries -0.2637; number 9, C, carries 0.8223; number 10, H, carries 0.2000; number 11, H, carries 0.4972; number 12, H, carries 0.2276; number 13, H, carries 0.1943; number 14, H, carries 0.5029; number 15, H, carries 0.2034; number 16, H, carries 0.4967; number 17, H, carries 0.2203

Among the records above, which one has the highest maximum force?
C4H8O3Sn